ORCA calculation (ωB97M-V/def2-TZVPD) on 8 unconnected molecules or ions with the total composition C4H24N2O8.

Calculated values
Total charge: 0
Energy relative to the best compared isomer or geometry (same formula, charge and spin): 348.9 kJ/mol
Structure (SMILES): NC[C@@H](N)CC=O.O.O.O.O.O.O.O

Structure (XYZ):
```
38
Properties=species:S:1:pos:R:3:mulliken_charge:R:1
N -2.237 0.374 0.641 -0.758
C -0.881 0.038 0.077 0.608
C 0.197 -0.472 1.066 -0.492
C 0.799 0.695 1.802 -0.356
O 1.653 0.386 2.632 -0.644
C -1.056 -0.929 -1.166 -0.989
N -1.061 -0.222 -2.476 -0.579
H -2.991 0.293 -0.049 0.235
H -2.495 -0.276 1.325 0.193
H -0.587 1.104 -0.317 -0.101
H 1.018 -1.085 0.564 0.323
H -0.184 -1.322 1.630 0.670
H 0.636 1.749 1.584 0.511
H -0.279 -1.707 -1.113 0.418
H -1.995 -1.499 -0.991 0.367
H -1.263 -0.952 -3.166 0.241
H -1.817 0.532 -2.532 0.251
H 1.948 3.383 -0.503 0.271
H 1.093 2.462 -1.381 0.433
O 1.610 2.541 -0.457 -0.601
H -0.238 1.767 -2.297 0.355
H 0.844 1.735 -3.350 0.504
O 0.343 2.345 -2.752 -0.779
H -2.729 -0.702 3.204 0.367
H -2.293 -1.930 3.954 0.307
O -2.866 -1.683 3.197 -0.710
H -2.007 -2.718 2.026 0.320
H -1.301 -3.766 1.187 0.285
O -1.716 -2.895 1.152 -0.560
H 2.574 -0.001 -3.388 0.354
H 2.843 1.421 -3.625 0.273
O 2.255 0.781 -3.906 -0.677
H 3.630 2.024 -2.172 0.296
H 3.467 0.999 -1.157 0.322
O 4.092 1.290 -1.691 -0.625
H 0.568 -0.559 3.832 0.296
H 0.515 -1.913 4.471 0.279
O -0.087 -1.288 4.143 -0.606
```

ORCA calculation (ωB97M-V/def2-TZVPD) on 8 unconnected molecules or ions with the total composition C4H24N2O9.

Calculated values
Total charge: 0
Energy relative to the best compared isomer or geometry (same formula, charge and spin): 268.4 kJ/mol
Structure (SMILES): NCCNCC(=O)O.O.O.O.O.O.O.O

Structure (XYZ):
```
39
Properties=species:S:1:pos:R:3:mulliken_charge:R:1
N 0.408 1.617 -3.824 -0.459
C -0.738 1.899 -2.940 -0.241
C -1.340 0.580 -2.373 -0.709
N -0.862 0.168 -0.996 -0.066
C -1.288 1.146 0.041 -0.885
C -0.504 0.856 1.289 0.796
O -1.265 0.024 2.056 -0.332
O 0.514 1.294 1.751 -0.668
H 0.266 1.841 -4.787 0.177
H 1.262 1.827 -3.340 0.236
H -1.375 2.666 -3.358 0.437
H -0.420 2.449 -2.053 -0.051
H -2.442 0.697 -2.338 0.263
H -1.030 -0.248 -3.004 0.500
H -1.223 -0.742 -0.738 0.137
H -2.351 1.135 0.270 0.315
H -0.907 2.104 -0.292 0.449
H -0.870 -0.399 2.850 0.325
H -2.507 -1.652 0.706 0.274
H -3.342 -2.343 1.693 0.319
O -2.946 -2.492 0.827 -0.652
H 2.134 -0.250 -3.700 0.328
H 2.744 0.073 -2.352 0.304
O 2.983 0.025 -3.301 -0.663
H 1.368 -0.920 -0.673 0.257
H 1.102 -2.254 0.123 0.319
O 1.726 -1.561 -0.059 -0.675
H 0.497 -0.946 3.309 0.297
H 0.125 -0.773 4.699 0.331
O 0.105 -1.457 4.037 -0.675
H 1.988 -0.754 2.052 0.313
H 3.025 0.093 2.613 0.330
O 2.461 -0.625 2.896 -0.623
H -1.271 -4.006 0.565 0.324
H -0.866 -4.425 -0.945 0.281
O -0.677 -3.888 -0.179 -0.602
H 1.492 3.991 0.029 0.297
H 0.577 3.090 0.932 0.348
O 0.589 3.787 0.267 -0.656
```

ORCA calculation (ωB97M-V/def2-TZVPD) on 10 unconnected molecules or ions with the total composition C4H25O11.

Calculated values
Total charge: -1
Energy relative to the best compared isomer or geometry (same formula, charge and spin): 0.0 kJ/mol

Structure (XYZ):
```
40
Properties=species:S:1:pos:R:3:mulliken_charge:R:1
O -0.475 -1.283 1.383 -0.755
C -1.020 -0.118 1.242 0.504
O -2.220 0.104 1.355 -0.738
C -0.039 1.035 0.950 -0.278
C -0.424 2.306 1.689 -0.433
C 0.078 3.599 1.032 -1.045
H 0.007 1.156 -0.137 0.158
H 0.963 0.705 1.217 0.291
H -0.065 2.240 2.715 0.340
H -1.508 2.375 1.720 0.321
H 0.884 4.157 1.523 0.276
H 0.595 3.425 0.082 0.259
H -0.722 4.312 0.838 0.271
H -3.556 -1.574 -0.263 0.343
H -4.489 -2.753 0.130 0.307
O -4.207 -2.199 -0.600 -0.673
H -1.489 -2.475 1.400 0.390
H -1.739 -4.049 1.762 0.201
O -1.913 -3.351 1.129 -0.640
H 0.877 -1.654 0.401 0.328
H 1.118 -3.041 -0.187 0.305
O 1.267 -2.111 -0.385 -0.778
H 2.470 -1.069 -2.762 0.313
H 2.014 -0.989 -1.335 0.509
O 2.523 -0.464 -2.013 -0.752
H -0.477 3.169 -4.005 0.310
H 0.838 2.979 -3.396 0.338
O 0.256 3.693 -3.663 -0.651
H 1.000 0.361 -2.641 0.364
H -0.254 -0.187 -3.415 0.288
O 0.318 0.573 -3.312 -0.650
H -1.311 -3.254 -1.051 0.327
H -2.759 -3.659 -1.515 0.314
O -1.877 -3.426 -1.807 -0.645
H 0.971 -2.607 3.995 0.278
H 0.893 -1.914 2.608 0.387
O 1.326 -2.630 3.104 -0.677
H 3.941 2.524 0.037 0.319
H 4.240 2.850 1.502 0.307
O 3.966 3.247 0.671 -0.632
```

ORCA calculation (ωB97M-V/def2-TZVPD) on 14 unconnected molecules or ions with the total composition C4H26BO21.

Calculated values
Total charge: -1
Energy relative to the best compared isomer or geometry (same formula, charge and spin): 189.7 kJ/mol

Structure (XYZ):
```
52
Properties=species:S:1:pos:R:3:mulliken_charge:R:1
O -0.751 -3.443 1.426 -0.746
C -0.216 -2.327 1.164 0.462
O -0.153 -1.660 0.008 -0.380
B 0.481 -0.351 0.295 1.316
O 0.882 -0.396 1.725 -0.306
C 0.442 -1.463 2.271 0.609
O 0.650 -1.835 3.471 -0.631
O -0.374 0.799 -0.031 -0.445
C 0.221 1.459 -1.088 0.741
O -0.250 2.494 -1.645 -0.649
C 1.609 0.837 -1.300 0.233
O 1.691 -0.189 -0.589 -0.628
O 2.455 1.320 -2.082 -0.662
O -2.277 -2.847 -2.511 -0.668
H -2.115 -3.091 -1.600 0.323
H -2.188 -1.894 -2.524 0.429
O 2.469 0.579 -5.183 -0.646
H 1.657 0.565 -5.691 0.294
H 2.189 0.775 -4.289 0.332
O -3.141 2.305 -1.241 -0.623
H -2.560 2.903 -0.773 0.284
H -3.875 2.853 -1.521 0.250
O -2.371 -0.145 -2.361 -0.655
H -3.258 -0.177 -2.720 0.271
H -2.348 0.665 -1.852 0.343
O -3.723 0.765 0.845 -0.690
H -3.534 1.263 0.050 0.439
H -2.908 0.794 1.346 0.312
O -1.531 -6.954 2.063 -0.652
H -1.752 -6.757 2.973 0.311
H -1.724 -6.145 1.589 0.325
O 4.088 -0.377 1.392 -0.676
H 4.617 0.127 0.772 0.290
H 3.193 -0.299 1.062 0.429
O 2.107 1.515 4.351 -0.608
H 2.345 0.716 3.880 0.330
H 2.604 1.469 5.168 0.279
O 1.065 4.688 -0.159 -0.621
H 0.568 4.935 0.621 0.298
H 0.481 4.102 -0.641 0.311
O -3.023 -4.741 0.888 -0.671
H -2.357 -4.156 1.251 0.474
H -3.825 -4.218 0.883 0.295
O 0.935 3.939 -3.776 -0.667
H 0.916 4.503 -3.003 0.306
H 1.107 3.063 -3.430 0.324
O 4.401 3.474 -2.589 -0.591
H 4.273 3.119 -1.709 0.292
H 4.162 4.398 -2.512 0.294
O -0.530 -2.650 5.968 -0.615
H -1.150 -1.984 5.673 0.296
H 0.325 -2.324 5.685 0.337
```